(1)
C2H6N3O7 | ωB97M-V with the def2-TZVPD basis set

Values from the calculation:
LUMO energy, eV: 3.41
Gap between HOMO and LUMO, eV: 7.69
E_HOMO, eV: -4.274

ORCA input file:
```
! wB97M-V def2-TZVPD RIJCOSX def2/J DEFGRID3
* xyz -1 1
N 1.06229 0.08361 -0.19697
O -0.03231 -0.01968 -0.79140
O 1.79447 -0.86241 0.03811
O 1.47388 1.23994 0.07053
C -1.97892 0.85937 -3.00381
N -0.81095 1.76856 -3.02738
O -0.11965 1.67834 -4.00039
O -0.49294 2.39854 -2.03568
H -2.58649 1.19654 -2.16402
H -1.56453 -0.14226 -2.88916
H -2.60279 1.03383 -3.88043
C 0.38354 -1.64824 2.81414
N 1.50116 -0.95950 3.49753
O 1.58218 -1.05044 4.71474
O 2.24855 -0.26397 2.82570
H -0.00562 -1.01612 2.01596
H -0.40348 -1.63639 3.56817
H 0.55162 -2.65972 2.44436
*
```

natural (NBO) atomic charge list, values in e, 5 entries:
1. N 0.71
2. O -0.61
3. O -0.53
4. O -0.55
5. C -0.48



(2)
C2H6N3OS | ωB97M-V with the def2-TZVPD basis set

Values from the calculation:
LUMO energy (spin up / spin down), eV: -6.20 / -6.20
Gap between HOMO and LUMO (spin up / spin down), eV: 8.78 / 8.78
E_HOMO (spin up / spin down), eV: -14.982 / -14.982

ORCA input file:
```
! wB97M-V def2-TZVPD RIJCOSX def2/J DEFGRID3
* xyz 1 1
C -0.06169 -0.59645 -0.21481
C -1.25534 0.22461 -0.06135
N 2.46084 0.51991 1.13948
N 0.65139 -1.59908 -0.08193
N 1.53728 0.51099 -1.30690
O 1.87681 -1.75294 -0.19495
S 2.78005 0.14844 -0.31483
H -2.19862 -0.32202 0.01469
H -1.41240 0.83070 -0.93086
H -1.16886 0.87129 0.94409
H 3.16435 0.19419 1.80912
H 0.23798 -2.47095 0.14742
H 1.05390 1.36945 -1.41151
*
```

natural (NBO) atomic charge list, values in e, 5 entries:
1. C 0.58
2. C -0.76
3. N -0.94
4. N -0.14
5. N -0.91



| no. | E (eV) |
| --- | --- |
| 1 | -20966.2285 |
| 2 | -19509.9746 |